Here is a molecular structure, C3H6O3S in a non-equilibrium geometry from OMol25. Energies are from ωB97M-V with the def2-TZVPD basis set.

Results
- energy relative to the best compared isomer or geometry (same formula, charge and spin) (kJ/mol) = 46.63
- HOMO (Ha) = -0.39058

Geometry as ORCA input:
```
! RIJCOSX wB97M-V def2-TZVPD def2/J DEFGRID3
* xyz 0 1
C 0.1092 -0.0117 -0.6347
C -1.0148 0.4618 1.6207
C -1.1430 0.5943 0.1245
O 1.6428 -1.9700 -1.6618
O 3.1930 -0.1981 -0.9510
O 0.6503 0.5038 -1.5601
S 2.4413 -0.8037 -2.0439
H 0.2825 -1.1676 -0.5535
H -1.9317 0.7750 2.1152
H -0.1305 0.8840 2.0142
H -0.7721 -0.6949 1.7551
H -1.3670 1.6558 -0.1224
H -1.9600 -0.0287 -0.1024
*
```

***

Here is 2 unconnected molecules or ions with the total composition C9H14O in a non-equilibrium geometry from OMol25. Energies are from ωB97M-V with the def2-TZVPD basis set.

Results
- energy relative to the best compared isomer or geometry (same formula, charge and spin) (kJ/mol) = 86.19
- HOMO (Ha) = -0.30752

Geometry as ORCA input:
```
! RIJCOSX wB97M-V def2-TZVPD def2/J DEFGRID3
* xyz 0 1
C -0.5266 -1.9127 2.5341
C -0.0342 -0.7354 1.7255
C 0.7178 -0.9845 0.5803
C 1.3028 0.0053 -0.2157
C 0.9649 1.2901 0.1888
O 1.5825 2.4015 -0.3432
C 0.0161 1.5994 1.1498
C -0.4543 0.5671 1.9493
H 0.1491 -2.2292 3.3137
H -0.7371 -2.7460 1.8559
H -1.4867 -1.6437 2.9932
H 0.6272 -1.9777 0.1342
H 1.9961 -0.1000 -1.0386
H 2.0742 2.3105 -1.1680
H -0.2701 2.6331 1.2570
H -1.2559 0.7196 2.6638
C -2.0202 -0.4468 -3.4103
C -0.7931 -1.1436 -2.7446
H -1.7371 0.4339 -3.9717
H -2.4193 -1.1666 -4.1306
H -2.7629 -0.1923 -2.6628
H 0.2062 -0.8228 -3.0593
H -0.7951 -2.1580 -3.1288
H -0.9429 -1.0934 -1.6770
*
```

***

Here is a single C5H4N2 molecule from OMol25. Energies are from ωB97M-V with the def2-TZVPD basis set.

Results
- energy relative to the best compared isomer or geometry (same formula, charge and spin) (kJ/mol) = 411.66
- HOMO (Ha) = -0.33615

Geometry as ORCA input:
```
! RIJCOSX wB97M-V def2-TZVPD def2/J DEFGRID3
* xyz 0 1
C -0.2614 0.1018 -2.6935
C 0.0307 0.2114 -1.5310
C 0.3139 0.3759 -0.1040
C 1.3207 -0.5643 0.5673
N 0.6741 -0.8437 1.6755
N -0.6575 -0.3607 1.8654
C -0.8902 0.3200 0.8136
H -0.5042 -0.0076 -3.7291
H 0.7830 1.3731 0.0474
H 1.0488 -1.3924 2.4409
H -1.8578 0.7866 0.6473
*
```

***

Here is a molecular structure, C24H16IN2O3Ti in a non-equilibrium geometry from OMol25. Energies are from ωB97M-V with the def2-TZVPD basis set.

Results
- energy relative to the best compared isomer or geometry (same formula, charge and spin) (kJ/mol) = 97.02
- HOMO (alpha / beta) (Ha) = -0.26474 / -0.30070
- expectation value of S² = 0.766

Geometry as ORCA input:
```
! RIJCOSX wB97M-V def2-TZVPD def2/J DEFGRID3
* xyz 0 2
Ti -0.1002 0.0217 0.0494
O -1.5926 -4.0191 -0.8885
C -1.5204 -4.4599 0.3842
C -1.8751 -5.7843 0.6305
C -1.8043 -6.3008 1.9077
C -1.3708 -5.5125 2.9705
C -1.0270 -4.1986 2.7389
C -1.1070 -3.6480 1.4552
C -0.7935 -2.2292 1.2611
O -0.6317 -1.7509 0.0267
N -0.7327 -1.4394 2.2941
N -0.4913 -0.1349 1.9006
C -0.6496 0.8200 2.7758
C -0.5561 2.2036 2.4105
C -0.5626 3.1987 3.4023
C -0.4966 4.5347 3.0843
C -0.4536 4.9262 1.7459
C -0.4694 3.9768 0.7443
C -0.5003 2.6178 1.0515
O -0.4984 1.7160 0.0705
H -1.2222 -3.1215 -0.9183
H -2.1969 -6.3917 -0.2053
H -2.0807 -7.3335 2.0789
H -1.3069 -5.9256 3.9680
H -0.6931 -3.5557 3.5411
H -0.8951 0.5356 3.7947
H -0.6190 2.8938 4.4411
H -0.4785 5.2814 3.8667
H -0.4163 5.9767 1.4893
H -0.4507 4.2622 -0.2994
I 0.0052 -0.0395 -2.8167
C 2.1427 -0.0370 -2.5768
C 2.8593 -0.0407 -3.7386
C 4.2637 -0.0445 -3.6839
C 4.8912 -0.0405 -2.4726
C 4.1526 -0.0317 -1.2670
C 4.8238 -0.0184 -0.0227
C 4.1171 0.0011 1.1421
C 2.7072 -0.0003 1.1149
C 1.9776 -0.0203 -0.0568
C 2.7218 -0.0311 -1.2828
H 2.3517 -0.0397 -4.6935
H 4.8272 -0.0507 -4.6075
H 5.9733 -0.0412 -2.4163
H 5.9073 -0.0219 -0.0168
H 4.6345 0.0130 2.0940
H 2.1929 0.0098 2.0698
*
```

***

Here is a single C2H8N2 molecule in a non-equilibrium geometry from OMol25. Energies are from ωB97M-V with the def2-TZVPD basis set.

Results
- energy relative to the best compared isomer or geometry (same formula, charge and spin) (kJ/mol) = 27.88
- HOMO (Ha) = -0.33881

Geometry as ORCA input:
```
! RIJCOSX wB97M-V def2-TZVPD def2/J DEFGRID3
* xyz 0 1
N 1.9374 -0.0162 -0.3648
C 0.5936 0.5824 -0.2075
C -0.5341 -0.4101 0.1509
N -1.8337 0.2522 0.0822
H 2.1702 -0.7224 0.3856
H 1.9425 -0.5688 -1.2778
H 0.2699 1.1015 -1.1581
H 0.6103 1.4044 0.5286
H -0.2504 -0.7960 1.1883
H -0.5392 -1.3326 -0.4776
H -2.4991 -0.4810 0.3392
H -1.8675 0.9866 0.8110
*
```

***

Here is 12 unconnected molecules or ions with the total composition C36H94N2O21 in a non-equilibrium geometry from OMol25. Energies are from ωB97M-V with the def2-TZVPD basis set.

Results
- HOMO (Ha) = -0.30399

Geometry as ORCA input:
```
! RIJCOSX wB97M-V def2-TZVPD def2/J DEFGRID3
* xyz 0 1
C 18.0280 -10.1488 -23.9369
C 17.1571 -10.0454 -25.1662
C 17.0352 -11.4711 -25.7493
C 15.6941 -9.7551 -24.7581
C 15.3787 -8.2733 -24.4962
C 15.9862 -7.3711 -25.5777
C 17.4099 -7.6697 -26.0602
C 17.5445 -7.0733 -27.4758
C 18.4016 -7.0998 -25.0008
N 17.6861 -9.1110 -26.2103
O 19.0417 -9.3121 -26.4662
H 19.0422 -10.3745 -24.2860
H 18.1086 -9.1942 -23.4133
H 17.7754 -10.9706 -23.2714
H 16.7211 -12.2506 -25.0577
H 16.2986 -11.4647 -26.5581
H 17.8986 -11.8391 -26.3123
H 14.9922 -10.0145 -25.5547
H 15.4442 -10.3617 -23.8877
H 14.3106 -8.0668 -24.4399
H 15.7891 -8.0106 -23.5121
H 15.8992 -6.3502 -25.1918
H 15.2360 -7.3533 -26.3758
H 18.5809 -7.1605 -27.8096
H 17.4084 -5.9881 -27.4942
H 16.8162 -7.5207 -28.1485
H 17.8125 -6.9645 -24.0990
H 18.6124 -6.0799 -25.3457
H 19.3654 -7.5858 -24.8989
H 19.0303 -9.7347 -27.3353
C 15.4307 -12.2055 -31.9571
C 16.8137 -12.8339 -32.0346
C 16.5263 -14.1566 -32.8378
C 17.7692 -12.0253 -32.9904
C 18.4708 -10.8726 -32.3026
C 19.1197 -11.4387 -31.0175
C 18.1318 -12.0683 -30.0388
C 19.0796 -12.5830 -28.9380
C 17.2080 -10.9922 -29.4477
N 17.5265 -13.1616 -30.7866
O 16.7672 -14.0629 -29.9904
H 15.4251 -11.2016 -31.5264
H 15.0389 -12.1236 -32.9721
H 14.7267 -12.8061 -31.3803
H 15.4834 -14.4677 -32.8594
H 16.6926 -13.9685 -33.9047
H 17.2584 -14.9273 -32.5952
H 18.5346 -12.7448 -33.2972
H 17.1343 -11.8603 -33.8620
H 19.2457 -10.4648 -32.9526
H 17.7241 -10.1101 -32.0703
H 19.6393 -10.5875 -30.5678
H 19.9618 -12.0915 -31.2521
H 19.6391 -11.7399 -28.5363
H 19.7561 -13.3634 -29.2968
H 18.6287 -13.1263 -28.1011
H 16.4685 -11.3485 -28.7326
H 16.6095 -10.4031 -30.1476
H 17.8072 -10.1900 -29.0059
H 17.3254 -14.8443 -30.0584
O 13.2512 -4.2765 -29.3849
C 14.2084 -4.5751 -30.4149
C 15.5028 -3.8041 -30.2966
O 16.4169 -4.5095 -29.4581
H 13.2054 -5.0697 -28.8284
H 14.3876 -5.6337 -30.2217
H 13.9468 -4.3846 -31.4621
H 15.2867 -2.8017 -29.9018
H 15.9564 -3.4838 -31.2411
H 16.6655 -3.9229 -28.7349
O 12.3020 -5.6277 -27.1990
C 11.0828 -4.9070 -27.0894
C 11.3356 -3.4163 -26.7122
O 11.7575 -2.6907 -27.8434
H 12.3908 -6.2042 -26.4291
H 10.6009 -4.9466 -28.0689
H 10.3462 -5.3995 -26.4517
H 12.2013 -3.5518 -26.0456
H 10.5737 -2.8682 -26.1640
H 12.3363 -3.2733 -28.3937
O 12.5088 -6.2308 -24.4474
C 11.9173 -5.6361 -23.2946
C 10.6998 -6.3633 -22.7359
O 9.6444 -6.1272 -23.6463
H 13.4372 -5.9555 -24.3995
H 12.6054 -5.5602 -22.4425
H 11.7042 -4.5675 -23.4103
H 10.6048 -6.1426 -21.6677
H 10.8374 -7.4502 -22.8559
H 8.8583 -6.6197 -23.3897
O 16.0852 -12.2121 -20.4480
C 15.9660 -10.8144 -20.2015
C 14.8206 -10.2552 -21.0493
O 14.7746 -8.8482 -20.9336
H 16.6527 -12.6362 -19.8020
H 15.7886 -10.6006 -19.1454
H 16.9257 -10.3763 -20.4898
H 13.8921 -10.6518 -20.6223
H 14.9109 -10.6395 -22.0678
H 14.2759 -8.5273 -21.6953
O 15.5802 -4.2334 -24.5366
C 15.4620 -3.9284 -23.1248
C 16.0734 -5.0415 -22.3281
O 15.2315 -6.1614 -22.2096
H 16.3933 -4.7443 -24.6210
H 16.0020 -2.9873 -23.0326
H 14.4206 -3.9347 -22.8012
H 16.3224 -4.7029 -21.3117
H 17.0635 -5.3447 -22.7041
H 15.3653 -6.6997 -21.4247
O 19.0622 -5.6552 -29.8386
C 20.2322 -4.9210 -30.1816
C 20.3367 -3.6649 -29.3314
O 19.1319 -2.8944 -29.2892
H 18.3371 -5.0116 -29.7259
H 21.0850 -5.5809 -30.0231
H 20.1739 -4.6743 -31.2484
H 21.1586 -3.0301 -29.6764
H 20.5898 -3.9085 -28.2954
H 19.3342 -2.0790 -29.7526
O 22.9759 -5.1631 -26.5291
C 22.4571 -4.2857 -25.5260
C 21.9661 -4.9455 -24.2632
O 20.5233 -4.9052 -24.2999
H 22.3367 -5.8486 -26.7702
H 23.3075 -3.6133 -25.3949
H 21.6950 -3.6105 -25.9265
H 22.3512 -4.4414 -23.3722
H 22.2748 -5.9946 -24.2627
H 20.2884 -5.5093 -23.5838
O 10.1688 -7.9745 -30.4655
C 11.0056 -7.3988 -29.4034
C 12.3708 -8.0802 -29.4580
O 12.3360 -9.3613 -28.8739
H 10.1624 -7.3138 -31.1593
H 11.1743 -6.3830 -29.7697
H 10.3888 -7.6096 -28.5328
H 13.0752 -7.4251 -28.9402
H 12.6799 -8.0131 -30.5077
H 11.7046 -9.8861 -29.3799
O 21.6246 -7.8260 -26.7223
C 22.5769 -8.8777 -26.7726
C 22.6756 -9.4570 -28.1896
O 21.6051 -10.2809 -28.5198
H 20.7600 -8.2439 -26.6807
H 23.5823 -8.6672 -26.4012
H 22.2385 -9.6508 -26.0733
H 23.5357 -10.1427 -28.2006
H 22.8755 -8.6346 -28.8860
H 20.8985 -9.7356 -28.9195
O 20.1811 -8.3513 -29.7925
H 19.3757 -7.8199 -29.6851
H 20.4669 -8.1772 -30.6956
*
```

***

Here is a gas-phase ion, C6H15N2 (charge +1) in a non-equilibrium geometry from OMol25. Energies are from ωB97M-V with the def2-TZVPD basis set.

Results
- energy relative to the best compared isomer or geometry (same formula, charge and spin) (kJ/mol) = 334.18
- HOMO (Ha) = -0.48571

Geometry as ORCA input:
```
! RIJCOSX wB97M-V def2-TZVPD def2/J DEFGRID3
* xyz 1 1
C -2.3976 -0.5587 0.6665
C -1.1830 0.3506 0.4278
C -1.5490 1.1623 -0.9128
C -0.0970 -0.4205 -0.0459
N -0.1256 -1.7531 -0.1905
N 1.4634 0.1903 -0.1311
C 2.5611 -0.8021 -0.1780
C 1.7866 1.4776 0.4041
H -2.2520 -1.2548 1.5060
H -2.5010 -1.0933 -0.2332
H -3.2587 0.1167 0.8502
H -0.9377 0.9087 1.3526
H -1.9605 2.2397 -0.7788
H -0.6625 1.2786 -1.6056
H -2.3677 0.7351 -1.4837
H -0.9724 -2.1018 0.2852
H 0.3460 -2.4484 -0.7680
H 3.3303 -0.2998 -0.7135
H 2.4087 -1.7488 -0.8151
H 2.8909 -1.1939 0.7514
H 2.4857 1.9176 -0.2759
H 2.0928 1.2422 1.4169
H 0.8990 2.0557 0.4714
*
```

***

Here is a gas-phase ion, C28H40BBr2F11N3O10S2 (charge +1) in a non-equilibrium geometry from OMol25. Energies are from ωB97M-V with the def2-TZVPD basis set.

Results
- HOMO (Ha) = -0.44030

Geometry as ORCA input:
```
! RIJCOSX wB97M-V def2-TZVPD def2/J DEFGRID3
* xyz 1 1
C -6.1347 2.5794 0.8178
C -5.7365 1.9060 -0.5052
C -5.1259 2.8620 -1.5418
C -3.9693 3.7291 -1.0099
C -2.6890 3.6778 -1.8798
C -1.5194 3.0250 -1.1007
C -0.4368 2.6263 -2.0955
C 0.7768 1.6937 -1.8317
C 0.8282 0.4219 -0.9010
S -0.5230 -0.6049 -1.7128
O -0.7132 -1.8705 -1.0557
O -1.7045 0.1826 -1.8543
C -0.2164 -0.9681 -3.5339
F -0.9294 -0.1138 -4.2781
F 1.0637 -0.8388 -3.9269
C -0.6742 -2.4215 -3.9377
F -0.1521 -2.5812 -5.1779
F -0.0918 -3.3642 -3.1658
C -2.2247 -2.6476 -4.0551
F -2.9381 -1.6751 -3.4730
F -2.5516 -2.6884 -5.3600
C -2.6806 -4.0095 -3.4504
F -4.0005 -4.0950 -3.6363
F -2.4420 -4.0654 -2.1458
F -2.1023 -5.0214 -4.0831
C 0.5813 0.7500 0.6985
C 1.4829 1.9977 0.8809
O 0.7986 3.2161 0.7495
N 1.7141 4.2889 1.1304
O 1.1278 5.2264 1.4390
C -0.8225 0.9317 1.3791
Br -2.4389 0.0444 0.8932
C -1.0322 1.6104 2.5267
C -2.3670 1.8027 3.1842
Br 0.2909 2.4116 3.6621
C 1.1814 -0.3501 1.6873
C 0.2361 -1.5299 2.0079
C -0.4976 -1.4215 3.3002
O -1.5606 -1.8496 3.5166
F 0.1813 -0.7999 4.2638
C 2.5993 -0.8634 1.4005
C 3.6471 -0.4895 2.4823
C 3.9976 -1.6283 3.4244
O 5.1078 -1.6952 3.8573
N 2.9845 -2.6009 3.6901
C 2.5835 -2.3909 5.1086
C 3.5753 -3.9489 3.5510
N 3.1245 -0.2726 0.1316
C 2.2544 -0.3359 -1.1111
C 2.1567 -1.8210 -1.4057
B 3.5145 -2.6878 -1.5590
O 4.1490 -3.2241 -0.4621
O 4.0745 -2.8611 -2.7890
S 3.5005 0.4311 -2.2659
O 4.6676 -0.3325 -1.9791
O 3.0883 0.6518 -3.5895
F 3.7248 1.7910 -1.5392
H -5.5842 2.1416 1.6454
H -5.9860 3.6540 0.7798
H -7.1929 2.4142 1.0026
H -6.5935 1.4375 -0.9842
H -4.9939 1.1262 -0.3460
H -4.8100 2.2496 -2.3861
H -5.9111 3.5150 -1.9212
H -3.7371 3.4945 0.0288
H -4.3228 4.7586 -1.0044
H -2.3977 4.6983 -2.1170
H -2.9247 3.1005 -2.7691
H -1.2114 3.7974 -0.4068
H -1.9713 2.2010 -0.5690
H -0.0189 3.5583 -2.4814
H -0.9741 2.2428 -2.9573
H 0.9950 1.3002 -2.8236
H 1.6402 2.3205 -1.6587
H 2.0528 1.9327 1.8030
H 2.2671 2.0145 0.1230
H -2.7584 0.8611 3.5657
H -2.2890 2.4768 4.0284
H -3.0750 2.2528 2.4915
H 1.2780 0.1795 2.6266
H 0.8361 -2.4332 2.1399
H -0.5077 -1.7754 1.2608
H 2.6932 -1.9367 1.3087
H 3.3877 0.4309 3.0021
H 4.5970 -0.2953 1.9789
H 2.4739 -1.3250 5.2971
H 1.6048 -2.8237 5.2833
H 3.3333 -2.7691 5.7990
H 2.7817 -4.6881 3.4964
H 4.1907 -3.9948 2.6547
H 4.2236 -4.2053 4.3871
H 4.0074 -0.7647 -0.0694
H 3.4949 0.6616 0.3297
H 1.5525 -2.2792 -0.6235
H 1.6475 -2.0491 -2.3284
H 3.5387 -3.5361 0.2157
H 3.9253 -3.7334 -3.1721
*
```

***

Here is a molecular structure, C10H16N2O2S in a non-equilibrium geometry from OMol25. Energies are from ωB97M-V with the def2-TZVPD basis set.

Results
- energy relative to the best compared isomer or geometry (same formula, charge and spin) (kJ/mol) = 0.00
- HOMO (alpha / beta) (Ha) = -0.22470 / -0.31733
- expectation value of S² = 2.009

Geometry as ORCA input:
```
! RIJCOSX wB97M-V def2-TZVPD def2/J DEFGRID3
* xyz 0 3
C 0.9100 2.2327 -0.8078
C 0.6961 0.9646 -1.1677
C -0.0242 2.8195 0.0082
C 1.1791 0.6304 1.7744
C -1.5501 1.1885 -0.0808
C 2.0910 -0.4414 2.4430
C 0.2701 -0.3096 0.9366
C -0.2942 0.1048 -0.3809
C -1.4370 -0.8271 -2.3866
C -1.3172 -2.1488 -0.4356
N -1.1943 2.4894 0.4118
N -0.6753 -1.0583 -1.1606
O 2.6077 -1.1403 -0.0898
O 1.2258 -2.8239 1.1900
S 1.6540 -1.4969 0.9634
H 1.6993 2.8676 -1.2965
H 1.3319 0.3419 -1.7751
H 0.1607 3.7290 0.5548
H 0.6195 1.3664 2.3637
H 1.8224 1.4444 1.1716
H -2.1058 1.1558 -1.1135
H -2.2454 0.6341 0.5726
H 3.1538 -0.1982 2.4220
H 1.6470 -0.7731 3.3496
H -0.4920 -0.8437 1.6435
H -1.4920 -1.7128 -3.0814
H -2.5242 -0.6998 -2.1077
H -1.1855 0.0301 -2.9471
H -1.7618 -2.8603 -1.1868
H -0.6312 -2.7121 0.1042
H -2.1380 -1.9532 0.1084
*
```

***

Copy entry 2 word for word.
Here is 2 unconnected molecules or ions with the total composition C9H14O in a non-equilibrium geometry from OMol25. Energies are from ωB97M-V with the def2-TZVPD basis set.

Results
- energy relative to the best compared isomer or geometry (same formula, charge and spin) (kJ/mol) = 86.19
- HOMO (Ha) = -0.30752

Geometry as ORCA input:
```
! RIJCOSX wB97M-V def2-TZVPD def2/J DEFGRID3
* xyz 0 1
C -0.5266 -1.9127 2.5341
C -0.0342 -0.7354 1.7255
C 0.7178 -0.9845 0.5803
C 1.3028 0.0053 -0.2157
C 0.9649 1.2901 0.1888
O 1.5825 2.4015 -0.3432
C 0.0161 1.5994 1.1498
C -0.4543 0.5671 1.9493
H 0.1491 -2.2292 3.3137
H -0.7371 -2.7460 1.8559
H -1.4867 -1.6437 2.9932
H 0.6272 -1.9777 0.1342
H 1.9961 -0.1000 -1.0386
H 2.0742 2.3105 -1.1680
H -0.2701 2.6331 1.2570
H -1.2559 0.7196 2.6638
C -2.0202 -0.4468 -3.4103
C -0.7931 -1.1436 -2.7446
H -1.7371 0.4339 -3.9717
H -2.4193 -1.1666 -4.1306
H -2.7629 -0.1923 -2.6628
H 0.2062 -0.8228 -3.0593
H -0.7951 -2.1580 -3.1288
H -0.9429 -1.0934 -1.6770
*
```